Here is a molecular structure, C25H23ClInN2PS from the Open Molecules 2025 dataset. Energies are from ωB97M-V/def2-TZVPD.

Structure (XYZ):
```
54
Properties=species:S:1:pos:R:3:mulliken_charge:R:1
In 0.3911 0.4317 0.4144 1.075
Cl -1.6297 0.0519 -0.7693 -0.338
P 2.2239 -0.4588 -0.9444 0.600
C 3.4509 -0.7351 0.3645 0.449
C 4.7079 -0.1140 0.3149 -0.514
C 5.6464 -0.4109 1.3015 -0.663
C 5.3069 -1.2529 2.3643 -0.492
C 4.0116 -1.7660 2.4848 -0.765
C 3.0748 -1.4958 1.4906 -0.356
C 1.9687 -2.0025 -1.8588 0.602
C 0.8920 -2.0882 -2.7641 -0.434
C 0.6447 -3.2744 -3.4533 -0.718
C 1.4443 -4.4009 -3.2069 -0.422
C 2.5119 -4.3228 -2.3019 -0.702
C 2.7864 -3.1243 -1.6442 -0.242
C 2.8011 0.7714 -2.1397 0.566
C 2.0608 1.9410 -2.3887 -0.157
C 2.5318 2.8713 -3.3094 -0.826
C 3.7122 2.6199 -4.0138 -0.476
C 4.4406 1.4454 -3.7860 -0.809
C 3.9850 0.5157 -2.8524 -0.215
H 0.2385 -1.2253 -2.8938 0.311
H -0.1801 -3.3396 -4.1723 0.407
H 1.2161 -5.3499 -3.7037 0.398
H 3.1207 -5.2084 -2.0976 0.413
H 3.6157 -3.0554 -0.9452 0.389
H 4.9327 0.5810 -0.4926 0.528
H 6.6455 0.0182 1.2378 0.461
H 6.0514 -1.4996 3.1182 0.421
H 3.7363 -2.3837 3.3431 0.444
H 2.0439 -1.8565 1.5882 0.426
H 1.1174 2.1281 -1.8626 0.252
H 1.9592 3.7860 -3.4816 0.428
H 4.0604 3.3454 -4.7476 0.429
H 5.3621 1.2469 -4.3329 0.420
H 4.5472 -0.3994 -2.6661 0.539
H 6.9555 3.6118 1.6472 -0.024
H 6.7768 4.0601 1.0726 0.024
N 1.7271 3.0019 0.8745 -0.369
C 0.7398 3.0047 1.8540 0.555
N 0.0451 1.8964 2.0550 -0.248
C -1.0345 2.0714 2.9203 0.375
C -1.9908 1.1086 3.2272 -0.662
C -3.0286 1.5115 4.0794 -0.651
C -3.0902 2.8259 4.5806 -0.615
C -2.1243 3.7780 4.2351 -0.414
C -1.0937 3.3788 3.4061 0.669
S 0.2139 4.3723 2.7504 -0.113
H 2.0713 3.9477 0.6808 0.312
H 2.5001 2.3555 1.1219 0.202
H -1.8673 0.1115 2.7872 0.293
H -3.8044 0.7952 4.3525 0.405
H -3.9188 3.0967 5.2283 0.411
H -2.1280 4.8096 4.5658 0.421
```

## Properties
- LUMO level: -7.6 eV
- Strongest force on any atom: 2.1 eV/Å
- Frontier orbital gap: 7.159 eV
- Total charge: +2


Here is 2 unconnected molecules or ions with the total composition C25H23ClNO from the Open Molecules 2025 dataset. Energies are from ωB97M-V/def2-TZVPD.

Structure (XYZ):
```
51
Properties=species:S:1:pos:R:3:mulliken_charge:R:1
C 0.2270 2.2967 -4.4687 -1.117
C -0.5703 1.3327 -3.6234 0.587
N -0.2419 1.3546 -2.2806 -0.254
C -0.8882 0.5978 -1.2939 0.351
C -1.1352 1.2894 -0.0091 0.996
C -0.6535 2.5858 0.2053 -0.642
C -0.6619 3.1857 1.4873 0.440
C -1.2844 2.4883 2.5862 0.745
C -1.2672 3.0875 3.8660 -0.668
C -0.6532 4.3172 4.0705 -0.552
C -0.0340 4.9917 2.9943 -0.562
C -0.0491 4.4374 1.7252 -0.753
C -1.8781 1.2289 2.3210 -1.072
C -1.8462 0.6666 1.0556 -0.583
C -1.1958 -0.7112 -1.5222 -1.362
O -1.4410 0.6116 -4.0854 -0.594
H 1.1751 2.5895 -4.0030 0.310
H 0.4254 1.8133 -5.4291 0.349
H -0.3812 3.1916 -4.6590 0.279
H 0.4116 2.0749 -2.0105 0.263
H -0.2457 3.1834 -0.6130 0.400
H -1.7473 2.5545 4.6902 0.397
H -0.6466 4.7626 5.0650 0.387
H 0.4549 5.9488 3.1708 0.388
H 0.4207 4.9454 0.8835 0.374
H -2.3655 0.6973 3.1386 0.395
H -2.3566 -0.2757 0.8636 0.602
H -1.8363 -1.2278 -0.8108 0.466
H -1.1112 -1.0893 -2.5385 0.475
Cl 0.1882 -1.6847 4.9110 -0.152
C 0.4078 -2.0572 3.2537 0.437
C -0.7119 -2.2607 2.4362 -0.992
C -0.5395 -2.5809 1.0949 -0.140
C 0.7448 -2.5794 0.4971 0.759
C 0.9096 -2.8446 -0.9030 0.920
C 2.2799 -3.0450 -1.4992 -1.045
C 2.0426 -3.6961 -2.9044 -0.787
C 0.5491 -3.8139 -2.9721 -0.443
C -0.0495 -3.3431 -1.8116 -0.477
C 1.8663 -2.3783 1.3589 -0.407
C 1.7013 -2.1588 2.7209 -1.000
H -1.7099 -2.1606 2.8558 0.453
H -1.4090 -2.8100 0.4802 0.552
H 2.8101 -2.0891 -1.5961 0.419
H 2.9241 -3.6966 -0.8880 0.399
H 2.4653 -3.0565 -3.6904 0.326
H 2.5544 -4.6673 -2.9767 0.357
H 0.0371 -4.2255 -3.8381 0.462
H -1.1184 -3.3276 -1.6244 0.493
H 2.8739 -2.4015 0.9404 0.389
H 2.5591 -2.0517 3.3789 0.432
```

## Properties
- LUMO level: -5.6 eV
- Strongest force on any atom: 2.2 eV/Å
- Frontier orbital gap: 4.867 eV
- Total charge: +1


Here is a molecular structure, C25H23MnN3O7S4 from the Open Molecules 2025 dataset. Energies are from ωB97M-V/def2-TZVPD.

Structure (XYZ):
```
63
Properties=species:S:1:pos:R:3:mulliken_spin:R:1
Mn 1.3132 -1.6313 -1.7999 1.054
C -1.7376 5.3365 3.9812 0.000
C -0.9086 6.2420 3.1093 0.000
O 0.1214 6.7410 3.4640 0.000
S -1.5932 6.5390 1.4309 0.000
C -0.9963 5.0143 0.7357 0.000
C -1.9062 4.0757 0.2481 0.000
C -1.4662 2.8914 -0.3076 0.001
C -0.0936 2.5730 -0.3909 -0.002
C 0.8024 3.5334 0.1271 -0.001
C 0.3663 4.7270 0.6671 0.000
C 0.3475 1.3541 -0.9464 0.008
C 0.7374 0.2713 -1.3872 -0.044
H -1.2503 5.1874 4.9421 0.000
H -1.8740 4.3817 3.4706 0.000
H -2.7245 5.7811 4.1141 0.000
H -2.9676 4.2870 0.3070 0.000
H -2.1788 2.1680 -0.6830 0.000
H 1.8608 3.3096 0.0968 0.000
H 1.0821 5.4431 1.0533 0.000
O 0.6892 -4.1946 -4.4529 -0.001
S 0.3842 -3.6410 -3.1459 -0.005
O -0.6999 -4.3447 -2.4598 0.001
O 0.0305 -2.1449 -3.2388 0.007
O 1.6265 -3.5725 -2.2611 -0.003
O 4.9616 -1.9550 0.6295 0.004
C 3.8871 -1.7461 0.1089 0.010
N 2.8367 -1.5018 -0.3716 -0.002
S -3.3288 -2.2449 2.9656 0.000
C -2.0580 -2.1764 1.7066 -0.001
C -0.7436 -2.4897 2.0126 -0.002
C 0.1973 -2.4314 0.9915 0.003
N -0.1250 -2.0769 -0.2436 -0.010
C -1.3864 -1.7834 -0.5440 -0.012
C -2.3948 -1.8217 0.4097 -0.002
C -3.6907 -3.9937 2.9340 0.000
C -4.7245 -4.4884 2.1539 0.000
C -4.9461 -5.8594 2.1298 0.000
N -4.2208 -6.7355 2.8189 0.000
C -3.2311 -6.2505 3.5646 0.000
C -2.9319 -4.8986 3.6617 0.000
H -0.4503 -2.7624 3.0170 -0.001
H 1.2457 -2.6439 1.1600 -0.002
H -1.5705 -1.5201 -1.5779 0.005
H -3.4127 -1.5692 0.1470 -0.001
H -5.3405 -3.8184 1.5700 0.000
H -5.7444 -6.2685 1.5204 0.000
H -2.6430 -6.9766 4.1149 0.000
H -2.1208 -4.5569 4.2900 0.000
O 3.0566 -0.9330 -3.3724 0.001
S 4.2424 -0.0386 -3.2687 0.000
C 4.0199 1.2161 -4.5816 0.000
C 4.0527 2.5902 -3.9243 0.000
C 3.3009 2.3990 -2.6101 -0.001
C 3.9479 1.1873 -1.9563 -0.002
H 3.0319 0.9731 -4.9768 0.000
H 4.7740 1.0653 -5.3538 0.000
H 3.6142 3.3614 -4.5612 0.000
H 5.0893 2.8775 -3.7171 0.000
H 2.2501 2.1679 -2.7961 0.000
H 3.3399 3.2848 -1.9736 0.000
H 3.3248 0.6717 -1.2233 -0.004
H 4.9266 1.4193 -1.5279 0.000
```

## Properties
- 2S+1: 2
- Energy relative to the best compared isomer or geometry (same formula, charge and spin): 5.4 kcal/mol
- Expectation value of S²: 1.106
- LUMO level (spin up / spin down): 3.5 / 3.5 eV
- Strongest force on any atom: 1.1 eV/Å
- Frontier orbital gap (spin up / spin down): 5.112 / 4.518 eV
- Total charge: -2


Here is 2 unconnected molecules or ions with the total composition C25H23NO5 from the Open Molecules 2025 dataset. Energies are from ωB97M-V/def2-TZVPD.

Structure (XYZ):
```
54
Properties=species:S:1:pos:R:3:mulliken_charge:R:1
C 3.6524 -0.4606 -4.9483 -1.415
C 2.8852 -0.9806 -3.7719 1.034
C 1.5555 -1.4054 -3.9192 -0.676
C 0.8158 -1.8105 -2.8250 -0.568
C 1.3819 -1.8533 -1.5135 1.035
C 0.5432 -2.2354 -0.4282 -1.099
C 0.9814 -2.5112 0.9047 0.756
C 0.3980 -3.5982 1.6203 -0.198
C 0.8142 -3.9236 2.8991 -0.715
C 1.8195 -3.1701 3.5269 -0.347
C 2.3797 -2.0730 2.8611 -1.023
C 1.9563 -1.7297 1.5790 -0.167
C 2.7731 -1.5376 -1.4076 -0.415
C 3.4807 -1.0752 -2.5077 -0.972
H 4.5339 0.0937 -4.6116 0.368
H 3.9944 -1.2753 -5.6005 0.298
H 3.0289 0.2046 -5.5575 0.355
H 1.1046 -1.3940 -4.9135 0.398
H -0.2277 -2.1075 -2.9445 0.327
H -0.3994 -2.7124 -0.7144 0.580
H -0.4073 -4.1556 1.1374 0.339
H 0.3462 -4.7602 3.4223 0.380
H 2.1507 -3.4325 4.5325 0.401
H 3.1485 -1.4688 3.3469 0.378
H 2.3342 -0.8283 1.0921 0.620
H 3.2854 -1.6598 -0.4557 0.634
H 4.5244 -0.7711 -2.4004 0.344
C -1.4804 2.2861 -4.1087 -1.190
C -1.5207 2.4147 -2.6085 -0.202
O -1.2767 1.1298 -2.0208 -0.225
C -1.3354 1.2188 -0.6567 0.004
C -1.2668 -0.0684 -0.0035 -0.320
C -1.5514 -0.2351 1.3751 0.231
O -1.5555 -1.3612 1.9141 -0.688
C -1.9121 0.9572 2.2627 0.568
C -3.0965 1.6686 2.0437 -0.089
C -3.4989 2.6839 2.9039 -0.486
C -2.6875 3.0041 4.0081 -0.163
N -2.9959 4.1689 4.7682 0.924
O -2.2518 4.4889 5.7214 -0.598
O -4.0021 4.8393 4.4359 -0.593
C -1.5248 2.2562 4.2832 -0.465
C -1.1563 1.2271 3.4191 -0.554
O -1.4484 2.3289 -0.1330 -0.661
H -1.6051 3.2782 -4.5519 0.397
H -0.5288 1.8728 -4.4601 0.241
H -2.2961 1.6530 -4.4750 0.296
H -0.7682 3.1363 -2.2670 0.307
H -2.5098 2.7774 -2.2979 0.309
H -1.2598 -0.9270 -0.6574 0.614
H -3.7207 1.4289 1.1835 0.395
H -4.4061 3.2554 2.7248 0.435
H -0.9368 2.5122 5.1624 0.449
H -0.2612 0.6365 3.6315 0.413
```

## Properties
- Energy relative to the best compared isomer or geometry (same formula, charge and spin): 168.9 kcal/mol
- LUMO level: -2.6 eV
- Strongest force on any atom: 3.0 eV/Å
- Frontier orbital gap: 4.909 eV
- Total charge: 0